{"formula": "C5H13N3O", "method": "wB97M-V/def2-TZVPD", "symbols": ["C", "C", "C", "C", "N", "O", "H", "H", "H", "H", "H", "H", "H", "H", "H", "N", "C", "N", "H", "H", "H", "H"], "coordinates": [[-0.3409, 1.9086, -1.0916], [1.9273, 0.6899, 0.5893], [-0.5181, 0.9143, 0.0112], [0.4917, 0.2476, 0.6939], [0.1009, -0.2696, 1.9732], [-1.8051, 0.7725, 0.4399], [-1.7390, 0.2897, 1.2897], [-0.2086, -1.2415, 1.8644], [0.8653, -0.2534, 2.6361], [-1.2966, 2.0519, -1.5910], [0.3901, 1.5698, -1.8240], [0.0013, 2.8636, -0.6900], [2.2100, 1.3197, 1.4359], [2.5795, -0.1860, 0.6015], [2.1201, 1.2594, -0.3158], [-1.0000, -1.1746, -1.5450], [-0.1107, -1.7417, -0.6045], [-0.4660, -2.5650, 0.3242], [-1.9758, -1.1558, -1.2779], [-0.6635, -0.9486, -2.4692], [-1.4585, -2.4924, 0.5529], [0.8964, -1.8582, -1.0034]], "mol_weight_g_mol": 131.18, "e_above_lowest_kj_mol": 235.4, "smiles": "C/C(N)=C(\\C)O.[H]/N=C\\N", "e_homo_ev": -7.51, "e_lumo_ha": 0.0321}

***

{"formula": "C6H16N2O", "method": "wB97M-V/def2-TZVPD", "symbols": ["C", "C", "C", "C", "O", "H", "H", "H", "H", "H", "H", "H", "H", "H", "H", "C", "N", "C", "N", "H", "H", "H", "H", "H", "H"], "coordinates": [[-1.5315, -0.0020, -0.5381], [-1.2572, 0.0462, 1.0482], [-3.0118, -0.1761, -0.8399], [-0.6745, -1.2628, 1.5661], [-0.8243, -1.0161, -1.1920], [0.1291, -0.8070, -1.1773], [-1.1686, 1.0220, -0.7707], [-2.2130, 0.2468, 1.5399], [-0.5776, 0.8668, 1.2958], [-3.3668, -1.1141, -0.4171], [-3.5917, 0.6451, -0.4259], [-3.1600, -0.2148, -1.9170], [-0.6779, -1.2800, 2.6545], [0.3440, -1.3971, 1.2133], [-1.2568, -2.1082, 1.2100], [2.5994, 0.2876, -0.3206], [1.9362, -0.3402, -1.4544], [1.8867, 1.5471, 0.0981], [1.9839, 2.1533, 1.1911], [2.3943, -1.2081, -1.7088], [1.9500, 0.2723, -2.2635], [2.5928, 1.7051, 1.8757], [2.6056, -0.4247, 0.5113], [3.6513, 0.5585, -0.5263], [1.2382, 2.0004, -0.6524]], "mol_weight_g_mol": 132.21, "e_above_lowest_kj_mol": 159.7, "smiles": "CC[C@H](C)O.[H]/N=C\\CN", "e_homo_ev": -9.26, "e_lumo_ha": 0.0267}

***

{"formula": "H2N2O3S", "method": "wB97M-V/def2-TZVPD", "symbols": ["N", "N", "O", "O", "O", "S", "H", "H"], "coordinates": [[-0.0196, 1.2643, -0.7573], [0.9059, 0.1614, 1.1454], [-2.4549, 0.0770, -0.9845], [-0.4060, -1.2523, -0.4289], [0.9737, 0.8737, -0.0769], [-1.0206, -0.2403, -1.2922], [1.7896, -0.3036, 1.3038], [0.2319, -0.5802, 1.0907]], "mol_weight_g_mol": 110.09, "spin_multiplicity": 3, "e_above_lowest_kj_mol": 226.9, "e_homo_ev": [-9.44, -10.61], "s_squared": 2.02, "e_lumo_ha": [0.0277, -0.1144]}

***

{"formula": "C5H9NO", "method": "wB97M-V/def2-TZVPD", "symbols": ["C", "C", "O", "C", "N", "C", "C", "H", "H", "H", "H", "H", "H", "H", "H", "H"], "coordinates": [[-1.7391, 0.0705, -0.1418], [-0.3880, -0.2478, 0.5068], [-0.5818, -1.0134, 1.6798], [0.4300, -0.9547, -0.5847], [1.6399, -0.1384, -0.3360], [1.2660, 1.2630, -0.5685], [0.8727, 0.6394, 0.6930], [-1.8360, 1.0995, -0.5018], [-2.5597, -0.2094, 0.5169], [-1.8262, -0.5757, -1.0323], [0.2847, -1.3855, 1.9067], [0.0774, -0.8920, -1.6247], [0.4892, -2.0047, -0.2994], [0.4570, 1.5353, -1.2473], [2.1305, 1.9176, -0.5986], [1.3574, 0.8363, 1.6502]], "mol_weight_g_mol": 99.13, "e_above_lowest_kj_mol": 322.0, "smiles": "C[C@@]1(O)CN2C[C@H]21", "e_homo_ev": -9.10, "e_lumo_ha": 0.0368}